{
  "formula": "C21H19N4O2SbSe4Tl",
  "method": "ωB97M-V with the def2-TZVPD basis set",
  "relative_energy_kj_mol": 0.00,
  "homo_ev": -4.95,
  "e_tot_ha": -11199.803286,
  "total_charge": -1,
  "lumo_energy_ev": 1.3,
  "species": ["Tl", "O", "C", "O", "C", "C", "C", "N", "C", "C", "C", "C", "C", "C", "C", "N", "C", "C", "C", "C", "C", "N", "H", "H", "H", "H", "H", "H", "H", "H", "H", "H", "Se", "Sb", "Se", "Se", "Se", "C", "C", "C", "C", "C", "N", "H", "H", "H", "H", "H", "H", "H", "H", "H"],
  "coordinates": [[-0.115, 0.432, 0.087], [2.599, -5.473, -2.787], [2.579, -4.388, -3.382], [2.734, -4.070, -4.572], [2.263, -3.158, -2.443], [1.921, -3.348, -1.114], [1.483, -2.261, -0.371], [1.384, -1.046, -0.914], [1.707, -0.842, -2.195], [2.158, -1.886, -2.985], [1.520, 0.541, -2.706], [2.067, 0.970, -3.910], [1.901, 2.291, -4.296], [1.194, 3.153, -3.473], [0.651, 2.647, -2.302], [0.802, 1.378, -1.946], [1.047, -2.382, 1.043], [1.573, -3.349, 1.892], [1.132, -3.400, 3.203], [0.151, -2.516, 3.624], [-0.320, -1.579, 2.721], [0.128, -1.510, 1.473], [1.974, -4.353, -0.717], [2.409, -1.775, -4.032], [2.633, 0.288, -4.528], [2.337, 2.641, -5.223], [1.058, 4.195, -3.724], [0.076, 3.285, -1.634], [2.337, -4.020, 1.526], [1.558, -4.121, 3.889], [-0.231, -2.531, 4.634], [-1.080, -0.859, 3.007], [-1.073, 5.085, 0.395], [-1.135, 3.061, 1.705], [1.268, 1.918, 1.587], [-2.453, 1.261, 0.220], [-1.978, 2.849, 3.943], [-1.836, 0.232, -4.552], [-2.106, -1.169, -3.986], [-3.615, -1.462, -3.999], [-1.329, -2.249, -4.756], [-1.659, -1.201, -2.597], [-1.305, -1.218, -1.505], [-2.250, 0.298, -5.559], [-0.766, 0.440, -4.601], [-2.308, 0.995, -3.932], [-3.991, -1.374, -5.018], [-4.147, -0.754, -3.364], [-3.816, -2.469, -3.634], [-1.598, -2.214, -5.812], [-1.563, -3.240, -4.367], [-0.252, -2.105, -4.666]],
  "mulliken_charge": [1.3262, -0.7253, 0.3791, -0.7229, -0.6346, -0.6668, 0.9005, -0.2528, 0.5788, -0.3059, 0.0547, -0.4506, -0.4914, -0.8398, 0.1915, 0.1775, 0.3303, -0.9402, -0.3509, -0.7634, -0.2009, -0.1604, 0.6030, 0.5140, 0.4306, 0.4378, 0.4588, 0.0168, 0.4410, 0.4326, 0.4013, 0.4169, -0.6465, 0.7374, -0.5695, -0.4468, -0.6347, -1.4724, 2.2854, -1.8715, -1.5178, -0.4070, -0.3811, 0.4706, 0.2215, 0.3757, 0.4282, 0.3982, 0.3941, 0.4157, 0.3824, 0.2527]
}